A structure of composition C2H4O3S in a non-equilibrium geometry, computed with ωB97M-V with the def2-TZVPD basis set.

* energy relative to the best compared isomer or geometry (same formula, charge and spin): 83.88 kcal per mole
* E_HOMO (alpha / beta): -7.6 / -11.6 eV

```
! RIJCOSX wB97M-V def2-TZVPD def2/J DEFGRID3
* xyz 0 3
C 0.80203 1.05424 0.34670
C 0.38650 -1.03015 -0.19055
O -1.86861 -0.42171 -1.47081
O -1.91484 -0.28006 1.00491
O -0.37474 1.27623 -0.25888
S -1.16258 -0.18968 -0.22384
H 0.96510 0.81818 1.41066
H 1.78649 1.39267 -0.13177
H 0.79939 -0.84091 -1.09358
H 0.58126 -1.77881 0.60716
*
```